## one
{
  "formula": "C3H6FNSi",
  "method": "the ωB97M-V functional and the def2-TZVPD basis",
  "species": ["Si", "F", "N", "C", "C", "C", "H", "H", "H", "H", "H", "H"],
  "xyz": [[-0.031, 0.612, -1.156], [-0.084, 1.929, -2.098], [0.871, -1.646, -3.085], [1.259, 1.367, 0.040], [-1.765, -1.482, 1.908], [0.522, -0.819, -2.353], [-0.797, -1.921, 2.362], [-2.429, -1.099, 2.628], [-2.057, -1.465, 0.896], [2.046, 0.644, 0.244], [0.843, 1.536, 1.003], [1.623, 2.344, -0.390]],
  "nbo_charge": [1.5040, -0.6586, -0.2895, -1.1174, -0.5028, -0.2024, 0.1784, 0.1596, 0.1679, 0.2489, 0.2462, 0.2658],
  "multiplicity": 1,
  "molar_mass_g_mol": 103.17,
  "e_homo_ev": [-9.31, -9.08],
  "gap_ev": [7.391, 8.691]
}

## two
{
  "formula": "C3H6FNSi",
  "method": "the ωB97M-V functional and the def2-TZVPD basis",
  "species": ["Si", "F", "N", "C", "C", "C", "H", "H", "H", "H", "H", "H"],
  "xyz": [[0.660, 0.784, -0.631], [1.897, 1.534, -1.295], [1.956, -1.752, 0.287], [-1.461, -2.059, -0.465], [-0.003, 2.006, 0.631], [1.508, -0.703, 0.102], [-1.067, 2.064, 0.307], [-0.546, -2.597, -0.110], [0.547, 2.982, 0.576], [-1.903, -1.570, 0.358], [0.154, 1.532, 1.652], [-1.742, -2.221, -1.411]],
  "nbo_charge": [1.5387, -0.6518, -0.2943, -0.4987, -1.1644, -0.2260, 0.2499, 0.1784, 0.2684, 0.1703, 0.2631, 0.1664],
  "multiplicity": 1,
  "molar_mass_g_mol": 103.17,
  "e_homo_ev": [-9.17, -8.84],
  "gap_ev": [7.529, 8.493]
}

Q: Which of them is the least stable? A: one.

## one
{
  "formula": "C30H31BrMnN6O4",
  "method": "the ωB97M-V functional and the def2-TZVPD basis",
  "species": ["Br", "Mn", "O", "O", "O", "O", "N", "N", "N", "N", "N", "N", "C", "C", "C", "C", "C", "C", "C", "C", "C", "C", "C", "C", "C", "C", "C", "C", "C", "C", "C", "C", "C", "C", "C", "C", "C", "C", "C", "C", "C", "C", "H", "H", "H", "H", "H", "H", "H", "H", "H", "H", "H", "H", "H", "H", "H", "H", "H", "H", "H", "H", "H", "H", "H", "H", "H", "H", "H", "H", "H", "H", "H"],
  "xyz": [[0.666, -1.963, 6.878], [0.338, -0.012, 0.403], [1.748, -1.083, 1.369], [2.028, -3.098, 0.397], [-0.707, 0.144, 2.107], [-2.890, -0.259, 1.770], [-1.567, -0.221, -2.823], [-0.790, 1.517, -0.603], [1.272, -0.045, -1.418], [-3.244, -1.723, 5.645], [1.311, 1.688, 1.010], [-0.634, -1.702, -0.004], [-2.125, -1.932, 6.332], [-2.991, -1.975, -3.610], [1.027, 4.013, 1.436], [-0.753, -1.066, 4.568], [3.075, 2.929, 2.013], [-1.861, -0.269, 2.453], [2.130, -2.300, 1.329], [-0.226, -4.810, -1.356], [-3.132, -1.195, 4.428], [-0.925, -2.788, -0.210], [2.304, 4.079, 1.970], [0.996, 0.962, -2.247], [-1.919, -0.846, 3.849], [-1.837, -1.216, -3.669], [-2.436, 0.034, -1.854], [-3.903, -1.699, -2.597], [-0.872, -1.620, 5.828], [1.622, 1.093, -3.476], [-0.815, 2.595, 0.409], [2.141, -0.988, -1.800], [-0.021, 1.971, -1.786], [-2.194, 1.174, -0.899], [2.540, 1.750, 1.522], [-2.645, -4.475, -0.697], [2.801, -0.929, -3.014], [0.562, 2.795, 0.972], [-0.886, -4.834, 1.074], [-1.186, -4.233, -0.307], [2.544, 0.138, -3.863], [-3.615, -0.695, -1.696], [-1.091, -1.401, -4.436], [-1.540, -4.405, 1.834], [0.151, -4.646, 1.349], [1.373, 1.927, -4.120], [0.805, -4.597, -1.076], [-3.167, -2.762, -4.330], [-2.645, 0.892, 0.055], [2.693, 5.016, 2.345], [-2.716, 2.066, -1.279], [2.277, -1.807, -1.103], [-4.047, -1.034, 3.870], [-1.478, 2.272, 1.213], [3.076, 0.810, 1.547], [0.394, 4.890, 1.382], [3.046, 0.217, -4.818], [-2.226, -2.365, 7.320], [-4.813, -2.278, -2.501], [-2.830, -5.550, -0.719], [4.074, 2.937, 2.423], [-0.425, -4.383, -2.341], [2.638, -2.632, 2.257], [-1.206, 3.528, -0.014], [0.501, 2.899, -1.538], [-4.272, -0.479, -0.863], [-0.695, 2.191, -2.615], [3.498, -1.710, -3.282], [-1.058, -5.911, 1.033], [0.203, -0.811, 4.132], [-0.369, -5.890, -1.411], [-3.325, -4.021, 0.026], [-2.860, -4.064, -1.682]],
  "mulliken_spin": [0.0000, 1.0658, -0.0055, 0.0057, 0.0061, -0.0009, -0.0002, -0.0343, -0.0250, 0.0002, -0.0298, -0.0254, -0.0008, 0.0000, 0.0002, 0.0012, -0.0009, -0.0052, 0.0016, -0.0014, -0.0010, -0.0003, -0.0011, 0.0100, 0.0041, 0.0005, 0.0074, 0.0003, 0.0012, 0.0002, 0.0037, 0.0143, 0.0053, 0.0138, -0.0029, 0.0007, -0.0012, 0.0089, -0.0010, -0.0019, 0.0020, -0.0008, 0.0000, 0.0000, 0.0002, -0.0001, 0.0003, -0.0001, -0.0069, -0.0001, 0.0000, -0.0018, -0.0002, -0.0034, 0.0013, 0.0000, 0.0001, 0.0001, 0.0000, -0.0001, -0.0002, 0.0001, -0.0006, -0.0008, 0.0005, -0.0002, -0.0008, -0.0002, 0.0000, -0.0006, 0.0001, -0.0001, 0.0001],
  "multiplicity": 2,
  "molar_mass_g_mol": 674.46,
  "e_homo_ev": [-7.75, -7.10],
  "gap_ev": [8.160, 7.503]
}

## two
{
  "formula": "C30H31BrMnN6O4",
  "method": "the ωB97M-V functional and the def2-TZVPD basis",
  "species": ["Br", "Mn", "O", "O", "O", "O", "N", "N", "N", "N", "N", "N", "C", "C", "C", "C", "C", "C", "C", "C", "C", "C", "C", "C", "C", "C", "C", "C", "C", "C", "C", "C", "C", "C", "C", "C", "C", "C", "C", "C", "C", "C", "H", "H", "H", "H", "H", "H", "H", "H", "H", "H", "H", "H", "H", "H", "H", "H", "H", "H", "H", "H", "H", "H", "H", "H", "H", "H", "H", "H", "H", "H", "H"],
  "xyz": [[4.626, -4.291, -2.500], [-0.369, -0.166, 0.240], [2.898, -0.616, -0.198], [0.109, -1.843, -0.791], [1.291, -0.594, 1.381], [-1.370, -3.444, -0.266], [0.063, 1.038, -1.544], [-1.199, -1.260, 1.796], [1.084, -6.309, -2.004], [1.764, 2.365, 0.248], [-1.257, 1.589, 0.892], [-2.142, -0.335, -0.946], [-3.307, -0.825, -0.524], [2.474, -0.759, 0.948], [-1.687, -3.525, 3.004], [-1.828, -3.276, 4.511], [1.480, 1.239, -1.900], [-0.657, 2.318, -1.375], [-1.858, 1.793, 2.065], [-2.859, 3.805, 1.294], [3.812, 3.432, 0.861], [-1.434, -2.240, 2.341], [-2.832, -0.673, -3.195], [2.518, 3.020, 1.127], [-0.543, 0.255, -2.632], [-0.491, -4.440, 2.710], [1.988, -3.696, -1.579], [2.338, -5.964, -2.280], [-1.904, -0.257, -2.254], [-4.284, -1.267, -1.395], [0.280, -5.367, -1.514], [-1.413, 2.486, -0.081], [4.337, 3.162, -0.393], [0.679, -4.056, -1.289], [3.562, 2.480, -1.311], [-4.036, -1.196, -2.756], [-2.225, 3.601, 0.082], [-0.295, -3.044, -0.730], [-2.973, -4.123, 2.417], [-2.664, 2.888, 2.314], [2.819, -4.679, -2.079], [2.284, 2.073, -0.939], [-2.664, -2.609, 4.724], [-1.351, 2.474, -2.208], [-3.494, 4.669, 1.441], [-4.772, -1.545, -3.468], [-5.208, -1.673, -1.011], [0.102, -0.605, -2.817], [-0.738, -5.656, -1.283], [-3.149, -5.097, 2.876], [-2.602, -0.598, -4.250], [1.932, 0.247, -1.915], [-0.406, -4.613, 1.639], [-0.918, -2.841, 4.923], [-3.442, -0.870, 0.548], [3.176, -1.130, 1.725], [-1.679, 1.035, 2.816], [0.437, -3.998, 3.074], [-2.347, 4.299, -0.736], [4.387, 3.958, 1.611], [-2.870, -4.242, 1.341], [-2.013, -4.228, 5.010], [0.061, 3.138, -1.415], [-3.127, 3.011, 3.282], [2.330, -2.682, -1.398], [1.559, 1.688, -2.902], [-0.606, 0.850, -3.553], [2.988, -6.735, -2.676], [-3.833, -3.484, 2.629], [3.946, 2.233, -2.292], [5.341, 3.474, -0.650], [-0.649, -5.393, 3.216], [2.055, 3.226, 2.086]],
  "mulliken_spin": [0.0000, 0.9985, 0.0040, -0.0145, -0.0048, 0.0003, -0.0217, -0.0042, 0.0000, 0.0036, -0.0256, -0.0180, 0.0118, 0.0037, -0.0031, -0.0001, 0.0218, -0.0004, 0.0320, 0.0102, 0.0002, -0.0027, -0.0020, 0.0048, -0.0106, -0.0005, 0.0025, -0.0001, 0.0197, -0.0020, -0.0008, 0.0134, -0.0001, -0.0006, 0.0002, 0.0039, -0.0097, -0.0022, -0.0005, -0.0051, 0.0005, -0.0040, 0.0001, 0.0004, 0.0007, 0.0003, -0.0003, 0.0014, -0.0001, 0.0000, -0.0002, 0.0020, 0.0002, 0.0000, 0.0001, -0.0017, 0.0013, -0.0003, -0.0004, 0.0000, -0.0001, 0.0000, 0.0005, -0.0002, -0.0002, -0.0006, -0.0007, 0.0000, 0.0000, -0.0001, 0.0000, 0.0000, 0.0000],
  "multiplicity": 2,
  "molar_mass_g_mol": 674.46,
  "e_homo_ev": [-7.77, -7.23],
  "gap_ev": [8.091, 7.475]
}

Q: Which of them is the least stable? A: two.

## one
{
  "formula": "C4H9ClO2",
  "method": "the ωB97M-V functional and the def2-TZVPD basis",
  "species": ["Cl", "O", "O", "C", "C", "C", "C", "H", "H", "H", "H", "H", "H", "H", "H", "H"],
  "xyz": [[2.570, 0.427, -0.425], [0.114, 0.791, -1.241], [0.591, -0.998, 0.568], [0.771, 1.204, 1.444], [1.039, 0.242, 0.180], [-1.209, 0.774, -0.984], [0.782, -2.008, -0.403], [1.437, 0.985, 2.151], [-0.274, 1.279, 1.920], [0.153, -2.995, -0.369], [1.152, 2.163, 1.035], [1.806, -2.273, -0.370], [-1.626, -0.245, -1.086], [-1.413, 1.422, -1.910], [-1.545, 1.370, -0.124], [0.529, -1.501, -1.374]],
  "nbo_charge": [0.0544, -0.6003, -0.5237, -0.6363, 0.4526, -0.2583, -0.2828, 0.2163, 0.2348, 0.2066, 0.2238, 0.1835, 0.1593, 0.2025, 0.1633, 0.2041],
  "multiplicity": 1,
  "molar_mass_g_mol": 124.57,
  "e_homo_ev": -9.76,
  "gap_ev": 10.609
}

## two
{
  "formula": "C4H9ClO2",
  "method": "the ωB97M-V functional and the def2-TZVPD basis",
  "species": ["Cl", "O", "O", "C", "C", "C", "C", "H", "H", "H", "H", "H", "H", "H", "H", "H"],
  "xyz": [[0.973, -1.265, 1.079], [-1.531, 0.115, 0.183], [1.186, 1.149, -0.014], [1.058, 1.845, 1.245], [-1.997, -1.133, 0.073], [0.718, -0.494, -1.511], [0.794, -0.060, -0.191], [-1.531, -1.764, 0.818], [-0.326, -0.758, -1.740], [-3.078, -1.019, 0.097], [1.114, 2.870, 1.124], [1.856, 1.635, 2.053], [1.086, 0.246, -2.168], [-1.760, -1.568, -0.994], [1.274, -1.362, -1.728], [0.164, 1.562, 1.675]],
  "nbo_charge": [0.0255, -0.7545, -0.4543, -0.2569, -0.2255, -0.7466, 0.5933, 0.1381, 0.2990, 0.1848, 0.2050, 0.1921, 0.2495, 0.0814, 0.2456, 0.2234],
  "multiplicity": 1,
  "molar_mass_g_mol": 124.57,
  "e_homo_ev": [-7.97, -7.98],
  "gap_ev": [7.992, 7.997]
}

Q: Which of them is the least stable? A: two.

## one
{
  "formula": "C5H13O3PS",
  "method": "the ωB97M-V functional and the def2-TZVPD basis",
  "species": ["S", "P", "O", "O", "O", "C", "C", "C", "C", "C", "H", "H", "H", "H", "H", "H", "H", "H", "H", "H", "H", "H", "H"],
  "xyz": [[1.319, -0.575, -0.142], [-1.542, -0.151, 0.054], [2.098, -0.949, -1.279], [-1.391, -0.243, 1.514], [-0.237, -0.603, -0.826], [-2.794, -1.152, -0.703], [-1.710, 1.491, -0.843], [1.531, 1.007, 0.414], [2.937, 1.445, 0.230], [0.891, -1.799, 1.159], [-3.761, -0.628, -0.600], [3.710, 1.162, 0.943], [0.429, -1.137, 1.879], [3.013, 1.343, -0.865], [1.910, -2.350, 1.250], [-0.688, 1.958, -0.641], [-2.974, -2.131, -0.163], [0.024, -2.552, 0.850], [2.834, 2.595, 0.411], [-1.867, 1.508, -1.904], [-2.506, -1.425, -1.663], [1.344, 1.076, 1.483], [-2.569, 2.111, -0.558]],
  "nbo_charge": [2.0112, 2.1618, -0.8902, -1.0892, -1.0138, -1.0475, -1.0264, -0.7990, -0.6445, -0.8633, 0.2543, 0.2037, 0.2943, 0.2350, 0.2539, 0.2764, 0.2546, 0.2536, 0.2087, 0.2497, 0.2583, 0.2235, 0.2350],
  "multiplicity": 1,
  "molar_mass_g_mol": 184.20,
  "e_homo_ev": -8.14,
  "gap_ev": 8.746,
  "smiles": "CC=[S@](C)(=O)OP(C)(C)=O"
}

## two
{
  "formula": "C5H13O3PS",
  "method": "the ωB97M-V functional and the def2-TZVPD basis",
  "species": ["S", "P", "O", "O", "O", "C", "C", "C", "C", "C", "H", "H", "H", "H", "H", "H", "H", "H", "H", "H", "H", "H", "H"],
  "xyz": [[1.563, -1.688, -0.018], [-0.228, -0.334, -0.282], [2.362, -0.684, 0.646], [1.861, -1.953, -1.396], [1.073, -2.765, 0.791], [-0.193, 0.551, 1.332], [1.611, 1.722, -1.043], [-0.535, -0.427, 2.452], [-2.959, -0.759, -1.191], [0.453, 0.851, -1.525], [-1.593, -0.682, 2.440], [2.386, 1.111, -0.587], [-3.345, -1.192, -0.291], [0.829, 0.915, 1.459], [0.046, -1.341, 2.338], [2.041, 2.246, -1.894], [-0.875, 1.405, 1.321], [-0.300, 0.010, 3.421], [0.784, 0.222, -2.357], [1.274, 2.465, -0.324], [-0.368, 1.479, -1.882], [-2.689, -1.412, -1.995], [-3.199, 0.260, -1.415]],
  "nbo_charge": [2.2926, 0.8037, -0.9488, -0.9442, -0.9425, -0.7501, -0.6223, -0.6232, -0.4340, -0.7421, 0.2017, 0.2523, 0.1956, 0.2703, 0.2457, 0.2206, 0.2273, 0.2209, 0.2601, 0.2019, 0.2275, 0.1989, 0.1880],
  "multiplicity": 1,
  "molar_mass_g_mol": 184.20,
  "e_homo_ev": [-9.59, -9.48],
  "gap_ev": [7.160, 8.027]
}

Q: Which of them is the least stable? A: two.